2 unconnected molecules or ions with the total composition C5H6O2. Source: the Open Molecules 2025 dataset; level of theory: the ωB97M-V functional and the def2-TZVPD basis.

Geometry (Å):
O1 -2.304 -0.217 -0.244
C1 -1.555 -0.553 0.787
C2 0.471 -0.170 -0.418
C3 0.059 0.873 0.477
O2 -0.699 1.790 0.121
C4 1.870 -0.442 -0.629
C5 3.023 -0.465 -1.007
H1 -2.162 0.758 -0.387
H2 -1.721 0.040 1.700
H3 -1.398 -1.604 0.950
H4 -0.121 -0.290 -1.326
H5 0.476 0.825 1.507
H6 4.050 -0.479 -1.324

Calculated values
Lowest unoccupied orbital energy (spin up / spin down) in eV: -0.90 / -0.89
ΔE to the lowest compared entry with this formula, charge and spin in kcal per mole: 126.3
Charge: 0
E in eV: -9371.62060